Below is a molecular structure, C35H46BF19NbO21S at a distorted geometry, with properties calculated with ωB97M-V with the def2-TZVPD basis set.

The geometry in XYZ format:
```
124
Properties=species:S:1:pos:R:3:forces:R:3
C -5.92173 -2.23621 -3.84569 0.9 1.1 -0.2
C -4.40206 -2.25797 -4.54413 -1.5 -0.4 0.8
C -3.37543 -2.77338 -3.37578 0.8 -0.8 -0.6
C -1.77546 -2.58732 -3.73484 0.1 -1.3 -1.0
C -1.42358 -1.40243 -4.78542 0.4 -0.8 -0.6
Nb -1.47662 0.74205 -3.98894 0.8 0.1 -0.2
S -0.92348 1.57679 -6.31100 -1.5 0.3 -0.5
C -2.16459 0.13639 -1.88976 -0.8 0.9 1.4
C -3.78281 0.46905 -1.64500 -0.1 1.2 0.7
C -4.00580 1.43061 -0.29429 -0.2 0.1 0.2
O -4.43782 2.80466 -0.69789 1.3 -0.4 1.2
C 0.73859 0.59159 -3.52802 2.3 -0.3 -0.7
C 1.22966 0.27493 -2.04112 2.1 -0.3 0.3
C 2.12365 -1.13941 -2.02598 0.3 1.8 -2.2
F 3.33812 -0.81131 -2.86435 -3.0 -1.5 2.5
F 1.45893 -2.26372 -2.72279 2.2 2.9 2.6
C 2.70162 -1.48392 -0.53184 3.0 -0.7 -1.9
F 3.48214 -0.29296 -0.09190 -2.7 -3.7 -0.8
F 3.73333 -2.56975 -0.73874 -3.1 3.2 1.0
C 1.59209 -2.01801 0.54905 -1.0 -2.9 -0.1
F 0.24520 -2.31596 -0.05671 4.4 1.3 1.8
F 2.10000 -3.36950 0.99975 -1.9 4.6 -0.9
C 1.32020 -1.02921 1.82623 2.8 1.3 1.4
F 2.61148 -1.02493 2.61480 -4.0 -0.1 -2.6
F 1.09776 0.40732 1.46023 0.3 -4.8 1.0
C 0.17063 -1.52139 2.87825 0.3 -0.9 3.1
F 0.60672 -1.00026 4.22958 -1.4 -1.6 -4.3
F 0.05009 -2.98981 3.05316 0.8 4.9 -1.0
C -1.33085 -0.93147 2.64171 -3.9 -0.2 0.6
F -2.28462 -2.05042 2.99162 3.0 3.9 -1.2
F -1.66938 -0.53146 1.26173 1.5 -1.2 5.3
F -1.62598 0.13893 3.66724 1.1 -3.5 -4.2
C -1.64089 2.93330 -3.34919 -0.8 2.4 1.7
B -0.48512 3.44533 -2.30308 0.6 0.2 -1.3
O -0.47731 3.26459 -0.83595 1.2 -1.6 -1.5
O 0.70428 4.13267 -2.90470 -2.9 0.1 0.7
H -6.33119 -3.31035 -3.61880 0.8 2.2 -0.4
H -6.61887 -1.61612 -4.56075 1.1 -1.4 1.4
H -5.78570 -1.59622 -2.84902 -0.6 -1.5 -2.1
H -4.49783 -3.01213 -5.46282 0.6 1.6 1.9
H -4.20826 -1.16814 -4.92540 -0.1 -2.2 0.8
H -3.54536 -3.95182 -3.28341 0.4 2.7 -0.1
H -3.63687 -2.33704 -2.31993 0.6 -0.5 -2.6
H -1.08208 -2.54286 -2.76388 -1.7 0.1 -2.0
H -1.45682 -3.61039 -4.26369 -0.6 2.0 1.1
H -2.05672 -1.41439 -5.79570 1.2 -0.4 2.3
H -0.29803 -1.58012 -5.14273 -2.3 0.4 0.7
H -3.21747 0.80289 -4.45948 -0.3 -0.2 -0.2
H -2.14508 2.06183 -6.86799 1.5 -0.7 0.9
H -1.84480 -0.92361 -1.53131 -0.7 1.6 -0.7
H -1.60562 0.89901 -1.15869 -1.0 -1.4 -1.5
H -4.20428 1.13146 -2.54483 0.9 -1.7 2.1
H -4.43906 -0.48623 -1.50177 1.4 1.9 -0.5
H -4.86951 1.02376 0.39734 1.6 0.5 -1.3
H -3.03670 1.53343 0.35731 -1.7 -0.4 -1.3
H -3.97203 3.48873 -0.12645 -0.7 -1.5 -1.1
H 1.26872 1.59818 -3.89131 -1.1 -2.0 0.9
H 1.18463 -0.24155 -4.25896 -0.9 1.8 1.6
H 0.47070 0.23071 -1.16857 0.8 -0.2 -1.6
H 2.02775 1.11089 -1.73484 -1.5 -2.0 -0.5
H -2.68301 3.06530 -2.78238 1.9 -0.4 -1.1
H -1.63722 3.61651 -4.30689 0.0 -1.4 1.8
H 0.07135 2.46179 -0.56437 -1.1 1.6 -0.7
H 0.30856 4.74981 -3.58855 0.9 -1.4 0.9
C 3.69729 -4.57423 -3.89883 0.1 1.2 0.7
C 2.60158 -5.43823 -4.42286 -0.8 0.4 -0.5
O 3.28147 -6.39718 -5.20071 0.7 -0.2 0.7
C 4.50810 -6.51955 -4.62013 2.2 -2.1 -0.5
O 5.27773 -7.44136 -4.83419 -1.7 2.2 0.5
O 4.76822 -5.48654 -3.76182 0.0 -1.1 -0.6
F 1.78014 -4.73588 -5.23502 -0.2 -0.1 0.0
H 3.98309 -3.78155 -4.59837 -0.3 -0.1 0.0
H 3.44446 -4.11922 -2.93736 0.2 -0.2 -0.1
H 2.01663 -5.94196 -3.64593 -0.1 0.1 -0.2
C 3.17841 3.11980 2.02433 0.3 -1.3 -0.2
C 2.02946 3.98705 2.41097 -0.5 0.1 0.3
O 2.58695 5.28148 2.43448 0.4 -0.3 -0.8
C 3.59755 5.24889 1.52109 1.5 2.7 -1.3
O 4.13461 6.24176 1.05887 -1.1 -2.5 1.2
O 3.93133 3.96690 1.17966 -0.2 1.0 0.1
F 1.59647 3.68718 3.65606 -0.4 -0.1 0.4
H 3.79238 2.82304 2.88128 -0.2 0.1 0.1
H 2.85933 2.21922 1.49278 0.2 0.2 -0.1
H 1.19031 3.96030 1.70768 -0.1 0.0 0.2
C 1.24673 -2.53911 6.73917 0.0 0.8 -0.9
C 0.63259 -2.73438 8.08320 -0.8 0.0 0.2
O 0.99934 -4.05182 8.42482 0.8 0.3 -0.3
C 2.18435 -4.26655 7.78740 2.3 -2.5 0.4
O 2.94848 -5.17962 8.05250 -1.9 2.2 -0.7
O 2.41645 -3.32863 6.81894 0.0 -0.7 0.8
F -0.71598 -2.67294 8.01074 -0.2 0.1 0.2
H 0.61348 -2.90975 5.92615 -0.1 0.0 0.3
H 1.49304 -1.49217 6.54257 0.1 -0.3 0.0
H 0.99703 -2.04059 8.84829 -0.2 -0.1 0.0
C 7.03911 3.36869 0.90365 -1.2 -0.5 -0.5
C 7.51857 4.47473 1.78028 -0.2 0.3 0.6
O 8.92038 4.32874 1.75807 -0.1 -0.1 -0.8
C 9.19990 3.77421 0.54521 2.8 -0.4 -1.6
O 10.31189 3.74805 0.04454 -2.7 0.0 1.2
O 8.07992 3.25716 -0.04620 1.1 0.5 0.4
F 7.09248 4.30174 3.05157 -0.2 0.1 0.4
H 6.93323 2.41925 1.43915 0.1 0.2 0.2
H 6.08865 3.60528 0.41780 0.4 -0.1 -0.1
H 7.24703 5.47587 1.42883 -0.1 -0.1 0.2
C -1.50779 5.57209 4.89126 0.8 0.5 0.8
C -2.20796 4.30515 4.53584 -0.5 -0.5 0.3
O -2.98093 4.65998 3.41179 0.8 0.3 -0.2
C -2.28598 5.66339 2.80607 -0.5 1.4 -3.3
O -2.48768 6.04349 1.66471 0.5 -0.9 3.0
O -1.32907 6.18747 3.63138 -0.6 -0.4 -0.7
F -3.04596 3.92325 5.52558 -0.1 -0.3 0.2
H -2.11119 6.22438 5.53142 -0.1 -0.3 0.0
H -0.54630 5.39294 5.37998 -0.1 0.1 -0.2
H -1.53720 3.47939 4.27563 -0.2 0.0 0.1
C -5.54338 -1.98118 1.36146 0.0 1.2 0.4
C -5.30151 -3.37930 1.81803 -0.3 -0.5 0.4
O -5.51954 -4.14762 0.65656 0.5 0.6 -0.1
C -5.19056 -3.32565 -0.37920 0.4 -0.9 -3.5
O -4.98586 -3.70914 -1.51889 -1.2 0.5 3.8
O -5.11017 -2.01858 0.01651 0.0 -1.1 -0.3
F -6.21066 -3.74681 2.74864 -0.1 -0.2 0.3
H -6.60185 -1.70198 1.39414 0.1 -0.2 0.1
H -4.96984 -1.25031 1.93789 0.0 -0.1 -0.3
H -4.28886 -3.55979 2.19417 -0.2 -0.1 0.1
```
Positions in Å, forces in eV/Å.

The energy above the lowest of the compared OMol25 structures with the same formula, charge and spin is 13.1113 eV. As for the total charge: -1. The calculation puts the HOMO energy at -5.24 eV.

Here are the Löwdin charges for atoms 1 to 99, given in e:
1 C -0.148
2 C -0.240
3 C -0.227
4 C -0.304
5 C -0.433
6 Nb 1.459
7 S 0.104
8 C -0.339
9 C -0.217
10 C -0.225
11 O -0.158
12 C -0.368
13 C -0.176
14 C -0.198
15 F -0.022
16 F 0.007
17 C -0.097
18 F 0.024
19 F 0.006
20 C -0.062
21 F 0.032
22 F 0.030
23 C -0.072
24 F 0.025
25 F 0.034
26 C -0.073
27 F 0.011
28 F 0.055
29 C -0.111
30 F 0.018
31 F 0.063
32 F 0.030
33 C -0.302
34 B -0.601
35 O -0.005
36 O -0.016
37 H 0.072
38 H 0.070
39 H 0.063
40 H 0.115
41 H 0.063
42 H 0.114
43 H 0.070
44 H 0.075
45 H 0.097
46 H 0.045
47 H 0.041
48 H -0.092
49 H -0.214
50 H 0.029
51 H 0.029
52 H 0.082
53 H 0.059
54 H 0.103
55 H 0.099
56 H 0.095
57 H 0.074
58 H 0.062
59 H 0.074
60 H 0.140
61 H 0.052
62 H 0.025
63 H 0.071
64 H 0.095
65 C -0.077
66 C -0.331
67 O 0.140
68 C -0.505
69 O 0.136
70 O 0.075
71 F 0.083
72 H 0.155
73 H 0.125
74 H 0.179
75 C -0.066
76 C -0.323
77 O 0.151
78 C -0.490
79 O 0.150
80 O 0.050
81 F 0.071
82 H 0.153
83 H 0.126
84 H 0.177
85 C -0.089
86 C -0.330
87 O 0.143
88 C -0.500
89 O 0.147
90 O 0.080
91 F 0.081
92 H 0.136
93 H 0.138
94 H 0.177
95 C -0.078
96 C -0.330
97 O 0.140
98 C -0.502
99 O 0.142

=====

Below is a molecular structure, C35H46BiN11OS6 at a distorted geometry, with properties calculated with ωB97M-V with the def2-TZVPD basis set.

The geometry in XYZ format:
```
100
Properties=species:S:1:pos:R:3:forces:R:3
Bi 1.11370 0.29021 -0.25847 -0.4 -0.2 -0.8
S 3.00082 0.28427 1.46049 -0.1 0.2 0.6
C 2.11315 0.82894 2.94037 1.2 -1.1 -0.7
N 2.53341 0.47855 4.10836 -0.6 0.2 0.2
N 3.61849 -0.24543 4.21742 0.4 -0.2 -0.2
C 3.97951 -0.82169 5.43550 -0.1 0.0 0.4
C 3.13547 -0.73791 6.54500 0.0 0.1 -0.2
C 3.51129 -1.32273 7.74085 0.1 0.0 -0.1
C 4.72261 -1.99341 7.84737 0.0 0.0 0.1
C 5.55584 -2.08044 6.74219 0.0 0.0 0.0
C 5.18894 -1.50568 5.53676 -0.1 0.1 -0.1
N 0.96122 1.56871 2.97083 -1.0 1.0 0.5
N 0.52745 1.99982 1.88936 0.8 -0.8 -0.3
C -0.61150 2.80508 1.92308 -0.8 0.9 0.4
C -0.88397 3.64971 3.00501 0.2 -0.2 -0.1
C -1.93567 4.54596 2.94103 -0.1 0.1 0.1
C -2.72940 4.62381 1.80511 0.0 -0.1 -0.1
C -2.47563 3.77307 0.73676 -0.2 0.0 0.0
C -1.43473 2.86542 0.79448 0.3 -0.2 0.2
H 4.13038 -0.48504 3.37371 0.0 -0.1 0.0
H 2.19305 -0.22078 6.44160 0.0 0.0 0.0
H 2.84882 -1.26127 8.59438 0.0 0.0 0.0
H 5.00819 -2.45637 8.78259 0.0 0.0 0.0
H 6.50209 -2.60013 6.81572 0.0 0.0 0.0
H 5.83435 -1.58554 4.66965 0.0 0.0 0.0
H -0.24424 3.59951 3.87605 0.0 0.0 0.0
H -2.13663 5.19446 3.78445 0.0 0.0 0.0
H -3.54222 5.33669 1.75421 0.0 0.0 0.0
H -3.10422 3.80261 -0.14622 0.0 0.0 0.0
H -1.28496 2.16481 -0.01177 0.1 0.0 -0.2
C 1.20602 -3.05714 2.66474 0.1 0.2 -0.1
N 0.57257 -2.53677 1.46041 0.0 0.3 0.0
C -0.86228 -2.41598 1.67643 0.0 0.0 0.0
C 0.88564 -3.43517 0.36608 0.2 0.0 0.0
C 0.59823 -2.94595 -1.03161 0.0 0.2 -0.2
C 0.15233 -3.90806 -1.93937 -0.1 0.1 0.1
C -0.06167 -3.60555 -3.27230 0.0 -0.1 -0.1
C 0.20107 -2.32714 -3.73123 -0.1 0.0 -0.1
C 0.65002 -1.36252 -2.84034 0.1 0.1 0.0
C 0.86250 -1.64152 -1.48598 -0.1 -0.5 0.3
H 0.93801 -4.11157 2.83224 0.0 0.0 0.0
H 0.88506 -2.48661 3.53184 0.0 0.1 0.1
H 2.28805 -2.98568 2.56514 0.1 0.0 0.1
H -1.30460 -3.36333 2.02827 0.0 0.0 0.0
H -1.36225 -2.10493 0.76420 0.0 0.1 -0.1
H -1.04250 -1.65047 2.43509 0.0 0.0 0.0
H 0.36319 -4.39343 0.52179 0.1 -0.1 -0.1
H 1.96071 -3.64393 0.41102 0.0 0.0 0.1
H -0.03079 -4.91753 -1.58662 0.0 0.0 0.0
H -0.42720 -4.36532 -3.95187 0.0 0.0 0.0
H 0.06715 -2.08652 -4.78041 0.0 0.0 0.0
H 0.87595 -0.36668 -3.21200 0.0 0.0 0.0
C -3.88213 0.21171 1.79688 0.0 0.0 -0.1
N -4.50167 -0.28320 0.58330 0.0 0.0 0.0
C -5.72863 -1.02376 0.81044 0.0 0.0 0.0
C -3.72547 -0.49216 -0.53398 0.0 0.0 -0.1
N -2.45174 -0.34549 -0.49044 0.2 0.0 0.2
N -4.45161 -0.88137 -1.66755 0.0 -0.1 -0.1
C -5.55649 -0.03601 -2.09137 0.0 0.0 0.0
C -3.67848 -1.39243 -2.78037 0.0 -0.1 0.1
H -4.61369 0.79850 2.35566 0.0 0.0 0.0
H -3.04020 0.84169 1.54250 0.1 0.1 0.0
H -3.52655 -0.61061 2.42796 0.0 0.0 0.0
H -5.63366 -1.62304 1.72089 0.0 0.0 0.0
H -5.93470 -1.68960 -0.02272 0.0 0.0 0.0
H -6.57835 -0.34793 0.94812 0.0 0.0 0.0
H -2.02128 -0.43670 -1.40464 -0.1 0.1 0.0
H -6.01585 0.45069 -1.23641 0.0 0.0 0.0
H -6.30952 -0.63992 -2.60186 0.0 0.0 0.0
H -5.21163 0.74053 -2.78828 0.0 0.0 0.0
H -2.93676 -2.10387 -2.41895 0.0 0.0 -0.1
H -3.17331 -0.59405 -3.34339 -0.1 -0.1 0.1
H -4.35239 -1.91157 -3.46262 0.0 0.0 0.0
C -1.94737 4.08821 -4.86435 -0.1 -0.1 0.1
N -1.05329 3.48271 -3.90747 0.0 0.0 -0.2
C -0.26540 4.25493 -2.97310 0.2 0.0 0.2
C 0.32396 3.14334 -2.08860 -0.2 0.3 -0.2
O 1.09704 3.32089 -1.17580 0.0 -0.1 0.0
N -0.17875 1.93892 -2.51786 -0.1 -0.3 0.2
C -0.95484 2.18587 -3.55349 0.1 0.1 0.1
N -1.62146 1.19772 -4.18654 0.1 0.1 -0.1
H -1.46428 4.96374 -5.29533 0.0 0.0 -0.1
H -2.88356 4.40480 -4.39480 0.0 0.0 0.0
H -2.17964 3.39614 -5.67205 0.0 0.0 0.0
H -0.87487 4.93799 -2.37589 0.0 0.0 0.0
H 0.52842 4.81716 -3.46817 0.0 0.0 0.0
H -1.29302 0.26985 -3.95800 0.0 0.0 0.0
H -1.91466 1.34514 -5.13658 -0.1 0.0 0.0
C 4.83602 1.66785 -4.87511 -0.1 -0.4 0.1
S 3.83116 0.17105 -5.12307 0.0 0.1 -0.1
C 4.19074 -0.73799 -3.66618 -0.1 -0.1 0.0
C 3.76284 -0.43430 -2.42204 0.1 0.0 0.0
S 2.89398 1.02535 -2.01457 0.2 0.0 0.2
S 4.23536 -1.57761 -1.18168 0.0 0.0 -0.2
C 5.00846 -2.74869 -2.20611 -0.1 0.1 -0.1
S 5.59930 -4.16884 -1.64879 0.0 -0.1 0.0
S 5.09228 -2.22963 -3.85711 -0.1 0.1 0.2
H 4.55938 2.35372 -5.67315 0.0 0.0 0.0
H 5.89316 1.42452 -4.94372 0.0 0.1 0.0
H 4.59227 2.09230 -3.90504 0.1 0.1 0.0
```
Positions in Å, forces in eV/Å.

The energy above the lowest of the compared OMol25 structures with the same formula, charge and spin is 0.4888 eV. As for the total charge: 0. The calculation puts the HOMO energy at -7.27 eV.

Here are the Löwdin charges for atoms 1 to 99, given in e:
1 Bi 1.363
2 S 0.464
3 C -0.728
4 N 0.048
5 N -0.017
6 C -0.234
7 C -0.032
8 C -0.091
9 C -0.107
10 C -0.095
11 C -0.034
12 N 0.038
13 N -0.064
14 C -0.262
15 C -0.018
16 C -0.085
17 C -0.091
18 C -0.089
19 C -0.068
20 H 0.069
21 H 0.100
22 H 0.102
23 H 0.097
24 H 0.102
25 H 0.111
26 H 0.106
27 H 0.102
28 H 0.099
29 H 0.102
30 H 0.049
31 C -0.106
32 N -0.284
33 C -0.107
34 C -0.196
35 C -0.243
36 C -0.047
37 C -0.092
38 C -0.104
39 C -0.203
40 C -0.360
41 H 0.089
42 H 0.082
43 H 0.079
44 H 0.091
45 H 0.048
46 H 0.081
47 H 0.122
48 H 0.129
49 H 0.110
50 H 0.101
51 H 0.101
52 H 0.041
53 C -0.055
54 N -0.166
55 C -0.069
56 C -0.446
57 N 0.152
58 N -0.181
59 C -0.067
60 C -0.076
61 H 0.090
62 H 0.055
63 H 0.086
64 H 0.087
65 H 0.084
66 H 0.086
67 H 0.013
68 H 0.075
69 H 0.089
70 H 0.087
71 H 0.089
72 H 0.059
73 H 0.091
74 C -0.023
75 N -0.097
76 C -0.026
77 C -0.531
78 O -0.010
79 N 0.110
80 C -0.402
81 N 0.205
82 H 0.095
83 H 0.096
84 H 0.080
85 H 0.138
86 H 0.139
87 H 0.079
88 H 0.103
89 C -0.382
90 S 0.787
91 C -1.017
92 C -1.075
93 S 0.516
94 S 0.855
95 C -1.496
96 S 0.529
97 S 0.905
98 H 0.031
99 H 0.039

=====

Which value of total charge does entry 2 give?
0